# 1
# C2HN4S

2 unconnected molecules or ions with the total composition C2HN4S in a non-equilibrium geometry (wB97M-V/def2-TZVPD, OMol25).

Structure (XYZ):
```
8
Properties=species:S:1:pos:R:3:forces:R:3
C 1.097 -0.321 0.799 -0.89 -2.11 6.64
C 1.569 -0.062 -0.456 1.37 4.01 -3.76
N -0.572 -0.589 -2.270 4.24 0.39 -1.01
N 0.938 -0.547 1.965 0.29 0.87 -4.65
N -1.682 -0.790 -2.089 0.36 0.49 0.32
N -2.775 -0.911 -1.857 -4.51 -0.87 0.65
S 2.408 1.423 -0.587 -0.79 -2.09 0.29
H 1.230 -0.425 -1.468 -0.07 -0.71 1.52
```
Positions in Å, forces in eV/Å.

Values from the calculation:
total charge: -1
orbital gap (spin up / spin down): 4.84 / 4.84 eV
energy relative to the best compared isomer or geometry (same formula, charge and spin): 53.7 kcal/mol
max |F|: 7.026 eV/A
E: -693.95107 hartree
HOMO (spin up / spin down): -3.4 / -3.4 eV



# 2
# C2H6P2S2

A single C2H6P2S2 molecule in a non-equilibrium geometry (wB97M-V/def2-TZVPD, OMol25).

Structure (XYZ):
```
12
Properties=species:S:1:pos:R:3:forces:R:3
C -0.769 -1.480 -0.431 -1.51 -0.21 2.03
C -0.311 0.780 1.146 -0.76 -0.54 1.23
P -1.459 0.304 -0.246 0.33 -1.59 1.23
P 1.039 -1.744 -0.129 0.08 1.22 0.96
S 2.192 1.875 -0.511 -0.07 0.42 1.87
S 1.414 0.081 0.809 -0.46 0.68 0.13
H -1.408 -2.308 0.207 1.44 2.16 -1.88
H -0.848 -1.556 -1.479 -0.77 -0.96 -1.36
H -0.395 1.926 1.256 0.82 -1.89 0.13
H -0.671 0.188 2.125 0.79 1.56 -2.10
H -0.706 0.848 -1.277 0.44 0.23 -0.39
H 1.922 1.086 -1.471 -0.33 -1.08 -1.85
```
Positions in Å, forces in eV/Å.

Values from the calculation:
orbital gap (spin up / spin down): 6.72 / 6.72 eV
energy relative to the best compared isomer or geometry (same formula, charge and spin): 48.8 kcal/mol
max |F|: 3.207 eV/A
E: -1558.78826 hartree
HOMO (spin up / spin down): -7.6 / -7.6 eV



# 3
# C17H22N8O2S

2 unconnected molecules or ions with the total composition C17H22N8O2S in a non-equilibrium geometry (wB97M-V/def2-TZVPD, OMol25).

Structure (XYZ):
```
50
Properties=species:S:1:pos:R:3:forces:R:3
C -1.039 1.683 -3.679 0.02 -0.11 0.06
C -1.417 1.914 -2.352 0.08 -0.68 -0.16
C -1.524 0.841 -1.460 0.04 0.33 -0.33
C -1.245 -0.465 -1.878 0.27 -0.08 -0.53
N -1.350 -1.511 -0.960 0.07 -2.02 -0.13
N -0.895 -2.851 -1.242 -0.18 1.82 0.48
C -1.660 -3.919 -1.659 1.42 1.22 0.52
N -0.972 -5.033 -1.832 0.42 -0.63 -0.10
C -1.651 -6.116 -2.224 -1.49 0.88 -0.05
N -2.969 -6.146 -2.454 0.37 -1.71 -0.37
C -3.617 -5.005 -2.277 -0.89 -0.37 -0.22
N -4.946 -4.680 -2.423 0.33 -1.42 -0.30
N -5.213 -3.367 -2.142 1.05 -0.40 0.03
C -4.042 -2.860 -1.819 0.10 -0.06 0.07
C -3.008 -3.866 -1.884 -0.92 2.71 0.50
C -0.874 -0.688 -3.212 0.00 0.22 -0.18
C -0.771 0.380 -4.110 -0.20 0.11 0.74
H -0.955 2.513 -4.374 -0.02 -0.10 0.11
H -1.630 2.924 -2.015 0.02 -0.17 0.02
H -1.826 1.031 -0.435 0.00 -0.03 0.01
H -1.578 -1.260 0.006 0.41 -0.63 -0.62
H 0.100 -3.068 -1.218 -0.30 0.48 0.17
H -1.094 -7.037 -2.368 -0.10 0.13 0.02
H -5.637 -5.366 -2.716 -0.02 0.76 0.19
H -3.885 -1.822 -1.541 -0.43 -0.25 -0.15
H -0.668 -1.695 -3.556 -0.01 0.06 0.10
H -0.480 0.196 -5.140 -0.05 -0.01 0.16
C 4.607 1.355 3.344 -0.20 0.18 -0.31
N 3.995 0.652 2.215 0.82 0.37 1.05
C 2.795 0.836 1.646 -0.35 -0.23 -1.15
O 2.463 0.067 0.753 -0.54 0.29 0.09
C 1.844 1.994 2.060 0.26 0.53 0.03
C 0.773 2.263 0.984 0.43 -0.31 0.14
S -0.471 3.462 1.547 -0.07 -0.26 -0.17
N 2.536 3.255 2.366 -0.24 -1.96 -1.00
C 2.441 4.014 3.457 0.12 1.15 1.52
C 1.558 3.599 4.619 0.00 0.02 -0.33
O 3.090 5.043 3.532 0.18 0.28 -0.09
H 5.454 0.780 3.724 -0.20 -0.05 -0.12
H 3.885 1.480 4.152 0.12 0.04 0.02
H 4.974 2.335 3.029 0.00 -0.04 0.22
H 4.515 -0.119 1.821 -0.22 0.05 -0.05
H 1.326 1.635 2.949 0.03 0.17 0.23
H 0.268 1.325 0.747 -0.04 0.20 -0.05
H 1.247 2.625 0.069 -0.09 -0.11 0.03
H 0.335 4.531 1.578 0.01 0.00 -0.02
H 3.165 3.613 1.665 0.04 0.10 -0.06
H 1.589 4.384 5.375 0.13 -0.08 -0.17
H 0.532 3.473 4.281 -0.07 -0.19 0.07
H 1.929 2.672 5.049 -0.11 -0.17 0.10
```
Positions in Å, forces in eV/Å.

Values from the calculation:
orbital gap: 8.70 eV
energy relative to the best compared isomer or geometry (same formula, charge and spin): 0.0 kcal/mol
SMILES: c1ccc(NNc2ncnc3[nH]ncc23)cc1.CNC(=O)[C@H](CS)NC(C)=O
max |F|: 2.903 eV/A
E: -1647.72306 hartree
HOMO: -8.3 eV



# 4
# C9H11O2P

2 unconnected molecules or ions with the total composition C9H11O2P in a non-equilibrium geometry (wB97M-V/def2-TZVPD, OMol25).

Structure (XYZ):
```
23
Properties=species:S:1:pos:R:3:forces:R:3
C 0.263 3.490 1.422 0.03 -0.05 -0.94
C 1.448 2.827 1.379 -0.03 -2.84 -1.10
C -0.841 2.855 0.846 -1.26 1.92 0.41
C 1.535 1.581 0.696 -0.86 0.21 -0.24
C -0.869 1.571 0.292 0.49 1.23 -0.37
C 0.395 1.017 0.158 -0.23 -2.25 -0.86
C -0.980 -2.180 -0.234 0.83 -0.30 0.58
C -0.914 -2.801 1.145 -0.65 -0.32 -1.62
C 0.239 -1.715 -2.816 1.49 0.94 1.22
O -1.868 -2.265 -1.021 -2.05 -0.33 -0.29
O 1.726 -2.266 -0.449 -1.39 1.46 -0.69
P 0.535 -1.468 -0.972 2.82 0.22 1.16
H 0.323 4.556 1.655 -0.72 -0.42 0.42
H 2.315 3.117 1.865 1.58 1.10 0.64
H -1.697 3.559 0.813 -0.02 -1.10 -0.14
H 2.461 1.099 0.466 0.61 -0.14 0.40
H -1.787 1.246 -0.200 0.40 -0.28 0.30
H 0.042 -3.270 1.234 0.72 -0.21 0.22
H -1.704 -3.555 1.190 -0.04 0.30 0.31
H -1.004 -2.015 1.852 -0.19 0.58 0.95
H 0.386 -0.723 -3.266 -0.01 -0.77 -0.46
H 0.735 -2.608 -3.234 0.84 0.90 0.36
H -0.739 -2.050 -2.822 -2.37 0.15 -0.26
```
Positions in Å, forces in eV/Å.

Values from the calculation:
orbital gap: 7.84 eV
energy relative to the best compared isomer or geometry (same formula, charge and spin): 113.2 kcal/mol
max |F|: 3.059 eV/A
E: -841.26242 hartree
HOMO: -8.6 eV



# 5
# C12H24F6NaO8

A molecular structure, C12H24F6NaO8 in a non-equilibrium geometry (wB97M-V/def2-TZVPD, OMol25).

Structure (XYZ):
```
51
Properties=species:S:1:pos:R:3:forces:R:3
Na -0.329 0.337 2.107 0.12 0.25 -0.18
C 4.361 4.671 2.409 -3.82 0.22 -0.79
O 4.959 4.310 1.191 2.86 -0.10 -0.73
O 3.082 4.231 2.274 1.29 -0.28 1.83
C 5.173 4.277 3.711 -1.77 -1.55 -0.89
F 4.755 4.999 4.776 0.27 -0.42 -0.31
F 4.962 2.922 4.012 0.59 1.58 0.02
F 6.496 4.457 3.599 0.29 -0.11 0.41
C 6.135 5.012 0.812 0.29 0.63 -0.69
C 6.613 4.538 -0.545 -0.05 -1.32 0.15
H 5.822 3.979 -1.044 -0.21 0.20 -0.04
H 6.901 5.376 -1.181 0.34 -0.24 0.01
H 7.398 3.802 -0.374 0.39 0.14 -0.52
H 6.960 5.010 1.524 -0.12 -0.58 0.21
H 6.064 6.077 0.591 -1.35 0.60 0.77
H 4.298 5.759 2.388 0.76 0.92 0.58
C -6.131 0.731 -2.361 2.65 1.28 2.92
O -6.966 1.824 -2.872 -0.41 0.47 -1.68
O -5.431 1.166 -1.240 -2.21 -1.67 -2.12
C -6.949 -0.674 -2.204 -0.51 2.44 1.33
F -6.286 -1.661 -1.593 0.43 0.18 0.76
F -8.184 -0.559 -1.595 0.80 0.13 0.36
F -7.244 -1.166 -3.370 -0.40 -0.81 -2.86
C -6.981 2.102 -4.313 -0.72 -1.09 0.24
C -8.163 1.383 -4.984 0.53 -1.67 -0.88
H -8.793 2.018 -5.607 -0.51 0.15 0.74
H -7.902 0.602 -5.699 1.06 0.13 -0.65
H -8.624 0.634 -4.341 -0.83 1.08 0.72
H -6.041 1.934 -4.840 0.42 -0.95 0.48
H -7.127 3.121 -4.669 -0.13 0.80 1.60
H -5.394 0.529 -3.138 -0.03 -0.52 -0.84
C -1.545 -5.192 3.147 1.00 -2.17 -0.38
C -2.158 -6.173 4.142 -0.71 -0.56 2.10
O -1.243 -7.284 4.427 -0.40 1.06 -0.72
O -0.395 -4.559 3.681 -0.23 1.00 0.48
H -2.181 -4.492 2.604 -0.31 0.02 0.67
H -1.163 -5.888 2.400 -0.21 0.01 -0.58
H -3.157 -6.598 4.043 -0.13 -0.12 -2.02
H -2.463 -5.776 5.110 1.08 1.22 0.40
H -1.680 -7.775 5.126 0.18 -0.17 0.05
H 0.417 -4.984 3.397 -0.28 -0.25 -0.02
C 4.371 -2.535 -0.712 2.95 0.04 -1.29
C 3.448 -1.505 -1.315 -1.75 -0.13 1.90
O 2.080 -1.951 -1.005 0.81 -0.22 -1.24
O 4.565 -3.836 -1.386 -1.84 0.27 0.99
H 4.196 -2.617 0.361 -0.48 -0.79 -0.29
H 5.410 -2.210 -0.771 0.00 1.06 0.30
H 3.606 -1.195 -2.348 -0.07 -0.42 -0.12
H 3.412 -0.619 -0.681 1.10 0.27 -0.21
H 2.112 -2.834 -1.381 -0.77 -0.42 0.03
H 4.933 -3.717 -2.265 0.03 0.42 0.04
```
Positions in Å, forces in eV/Å.

Values from the calculation:
total charge: -1
orbital gap: 2.98 eV
energy relative to the best compared isomer or geometry (same formula, charge and spin): 0.0 kcal/mol
max |F|: 4.149 eV/A
E: -1834.83432 hartree
HOMO: -3.8 eV



# 6
# C3H3N3O

2 unconnected molecules or ions with the total composition C3H3N3O in a non-equilibrium geometry (wB97M-V/def2-TZVPD, OMol25).

Structure (XYZ):
```
10
Properties=species:S:1:pos:R:3:forces:R:3
N 2.434 -0.178 0.723 -0.51 0.00 -0.39
C 1.439 -0.166 0.023 0.33 0.02 0.20
N -0.181 1.149 -1.049 -0.26 0.07 0.02
N -1.377 1.272 -1.353 0.30 -0.17 0.10
O -1.663 -0.680 2.479 -0.47 0.43 -1.18
C -2.053 -0.335 1.471 0.42 -0.44 1.28
C 0.273 -0.116 -0.604 0.16 -0.07 0.08
H 3.334 -0.309 0.265 -0.04 -0.02 -0.01
H -1.897 0.386 -1.191 0.02 0.03 -0.15
H -0.311 -1.023 -0.762 0.06 0.15 0.05
```
Positions in Å, forces in eV/Å.

Values from the calculation:
orbital gap: 9.81 eV
energy relative to the best compared isomer or geometry (same formula, charge and spin): 79.8 kcal/mol
max |F|: 1.414 eV/A
E: -355.51275 hartree
HOMO: -9.4 eV